Molecular formula: C4H12NO3
Method: DFT, the ωB97M-V functional and the def2-TZVPD basis

Output
* relative energy (zero: lowest compared OMol25 entry of this formula, charge and spin): 39.95 kcal per mole
* Kohn-Sham gap: 7.2764 eV
* net charge: -1
* 2S+1: 1
* HOMO level: -3.9 eV

Each line ends with the natural charge from an NBO analysis.
Element x y z (Å)
C -0.29 1.56 -0.22  -0.041
O 0.99 2.02 -0.22  -0.868
C -0.36 -0.10 -0.46  -0.066
C -0.23 -0.90 0.86  -0.425
C -1.67 -1.34 1.43  -0.044
O -1.60 -2.43 2.33  -0.764
N 0.72 -0.48 -1.23  -0.895
H -0.80 1.93 0.67  0.126
H -0.91 1.82 -1.11  0.098
H -1.35 -0.32 -0.92  0.154
H 0.25 -1.84 0.69  0.195
H 0.24 -0.28 1.64  0.202
H -2.06 -0.46 1.92  0.157
H -2.35 -1.71 0.57  0.150
H -0.74 -2.79 2.57  0.472
H 1.63 -0.04 -0.85  0.410
H 0.82 -0.19 -2.24  0.380
H 1.79 1.89 -1.17  0.508
H 3.16 2.19 -2.29  0.423
O 2.76 1.46 -1.96  -1.172


Molecular formula: H41O21
Method: DFT, the ωB97M-V functional and the def2-TZVPD basis

Output
* relative energy (zero: lowest compared OMol25 entry of this formula, charge and spin): 122.25 kcal per mole
* Kohn-Sham gap: 9.7453 eV
* net charge: -1
* 2S+1: 1
* HOMO level: -7.6 eV

Each line ends with the natural charge from an NBO analysis.
Element x y z (Å)
O -2.93 -3.46 -2.04  -0.961
H -2.51 -4.24 -1.66  0.472
H -2.85 -2.70 -1.45  0.489
O -1.88 2.18 4.45  -0.989
H -4.87 -1.24 -0.59  0.483
H -2.51 1.59 -0.25  0.496
O -2.66 -1.32 3.38  -0.973
H -0.53 -0.51 -1.45  0.474
H -2.51 -2.08 3.92  0.464
O -0.05 -1.19 -1.95  -0.969
H 2.98 -1.42 -1.89  0.466
H 4.06 2.31 -1.05  0.458
O 4.42 1.43 -1.14  -0.969
H 3.65 0.93 -0.78  0.502
H 0.46 -1.62 -4.33  0.480
O 1.55 -1.87 4.02  -0.980
H 4.10 1.69 2.30  0.473
H 0.89 -1.46 3.41  0.493
O 3.60 2.01 3.06  -0.943
H -1.84 -0.71 3.52  0.506
H -1.15 1.27 0.92  0.489
O 1.22 4.03 -1.16  -0.922
H 0.87 -1.16 -1.53  0.480
H 2.30 -1.35 3.70  0.463
O -1.51 0.73 2.09  -1.208
H 0.45 3.89 -0.59  0.475
H 2.23 -0.16 -1.22  0.510
O 0.79 -0.87 -4.82  -0.959
H 2.72 1.78 2.78  0.471
H -3.02 2.62 -1.42  0.469
O 1.07 -3.57 -2.98  -0.966
H 1.12 0.34 -0.04  0.457
H 1.81 -3.33 -2.44  0.474
O -1.90 -1.75 0.79  -0.998
H -1.74 -0.90 1.23  0.503
H -2.51 -2.18 1.44  0.479
O 2.83 -0.99 -1.07  -0.991
H -2.28 1.05 2.54  0.485
H -1.54 2.11 3.58  0.497
O -2.14 4.84 -0.92  -0.972
H -2.69 4.33 -0.30  0.488
H -1.42 4.33 -1.37  0.484
O -0.64 1.77 0.05  -1.041
H 1.78 -2.88 0.28  0.478
H -0.31 1.03 -0.47  0.433
O 1.77 1.13 -0.09  -1.010
H 0.29 -0.16 -4.38  0.478
O -2.70 1.77 -1.16  -0.975
H -1.45 1.75 5.20  0.486
H 1.09 1.75 0.44  0.525
O 2.14 0.77 -2.87  -0.957
H 0.37 -1.68 1.22  0.488
H 2.65 0.20 -3.54  0.488
O 0.47 -0.85 1.78  -1.028
H 1.52 -4.39 -0.01  0.476
H -0.35 -0.24 1.76  0.509
O 1.92 -3.52 -0.39  -0.950
H 0.72 4.62 -1.74  0.449
H 2.59 1.63 -2.91  0.487
O -4.58 -1.38 0.30  -0.984
H -3.75 -1.77 0.51  0.480
H 0.39 -2.97 -2.67  0.486


Molecular formula: ClH3N2S2
Method: DFT, the ωB97M-V functional and the def2-TZVPD basis

Output
* relative energy (zero: lowest compared OMol25 entry of this formula, charge and spin): 14.06 kcal per mole
* Kohn-Sham gap: 9.4200 eV
* net charge: 0
* 2S+1: 1
* structure (SMILES): SN(S)NCl
* HOMO level: -9.2 eV

Each line ends with the natural charge from an NBO analysis.
Element x y z (Å)
N -0.48 -0.03 -1.03  -0.391
N 0.33 -0.08 0.00  -0.557
S 0.72 1.35 0.87  0.160
S 0.49 -1.68 0.68  0.202
Cl -2.18 0.31 -0.51  -0.050
H -0.27 0.88 -1.77  0.387
H 2.08 1.06 0.45  0.142
H -0.69 -1.81 1.32  0.108


Molecular formula: H6N3P
Method: DFT, the ωB97M-V functional and the def2-TZVPD basis

Output
* relative energy (zero: lowest compared OMol25 entry of this formula, charge and spin): 98.42 kcal per mole
* Kohn-Sham gap (alpha / beta): 6.9815 / 3.4276 eV
* net charge: 0
* 2S+1: 1
* HOMO level (alpha / beta): -7.5 / -5.3 eV

Each line ends with the natural charge from an NBO analysis.
Element x y z (Å)
N -1.90 0.92 0.17  -1.122
N 1.28 1.07 -0.18  -1.116
N 1.40 -1.44 0.07  -1.166
P 1.00 -0.10 1.02  1.211
H -2.57 0.94 0.86  0.300
H -1.72 1.83 -0.11  0.284
H 0.84 0.78 -0.96  0.389
H 0.82 1.92 0.11  0.401
H 1.78 -1.33 -0.86  0.399
H 1.11 -2.40 0.17  0.420


Molecular formula: C4H9N2O2
Method: DFT, the ωB97M-V functional and the def2-TZVPD basis

Output
* relative energy (zero: lowest compared OMol25 entry of this formula, charge and spin): 220.44 kcal per mole
* Kohn-Sham gap (alpha / beta): 7.4297 / 8.2443 eV
* net charge: +1
* 2S+1: 1
* HOMO level (alpha / beta): -14.1 / -14.9 eV

Each line ends with the natural charge from an NBO analysis.
Element x y z (Å)
C 0.99 0.00 1.23  -0.282
C 0.47 0.02 0.01  0.438
C -0.14 0.67 -2.19  -0.577
C 1.03 0.20 -1.28  -0.578
N 0.41 -0.16 2.50  0.554
N -1.55 -1.06 0.04  -0.673
O -0.91 -0.07 2.55  -0.459
O 0.98 -0.37 3.52  -0.167
H 2.13 0.18 1.41  0.278
H -0.61 1.47 -1.75  0.216
H -0.72 -0.19 -2.42  0.211
H 0.06 0.94 -3.22  0.248
H 1.73 0.95 -1.12  0.262
H 1.52 -0.74 -1.77  0.305
H -2.23 -0.31 0.17  0.337
H -1.46 -0.36 3.28  0.551
H -1.70 -1.18 -0.96  0.336


Molecular formula: C3H7NO
Method: DFT, the ωB97M-V functional and the def2-TZVPD basis

Output
* relative energy (zero: lowest compared OMol25 entry of this formula, charge and spin): 46.44 kcal per mole
* Kohn-Sham gap: 10.8159 eV
* net charge: 0
* 2S+1: 1
* structure (SMILES): OC[C@H]1CN1
* HOMO level: -9.8 eV

Each line ends with the natural charge from an NBO analysis.
Element x y z (Å)
O 1.61 0.46 0.84  -0.724
C 1.20 -0.59 0.01  -0.066
C -0.21 -0.34 -0.51  -0.113
C -1.23 0.06 0.47  -0.264
N -0.62 1.06 -0.40  -0.626
H 1.19 1.25 0.47  0.487
H 1.19 -1.51 0.61  0.176
H 1.91 -0.75 -0.82  0.159
H -0.52 -0.94 -1.37  0.203
H -0.95 0.14 1.52  0.209
H -2.26 -0.21 0.27  0.193
H -1.30 1.37 -1.08  0.367


Molecular formula: C38H30F3N4ORhS5Sb
Method: DFT, the ωB97M-V functional and the def2-TZVPD basis

Output
* relative energy (zero: lowest compared OMol25 entry of this formula, charge and spin): 0.00 kcal per mole
* Kohn-Sham gap: 7.1257 eV
* net charge: +1
* 2S+1: 1
* HOMO level: -10.4 eV

Each line ends with the Mulliken charge.
Element x y z (Å)
Rh 0.33 0.75 0.01  -0.873
S 0.36 0.81 2.34  -0.467
C 2.01 1.37 2.21  1.421
S 2.47 1.31 0.55  -0.422
C 2.80 1.75 3.26  0.613
C 4.16 2.11 3.03  -0.206
N 5.25 2.40 2.84  -0.521
C 2.29 1.67 4.59  -0.256
N 1.87 1.61 5.66  -0.540
C 0.64 -1.21 -3.09  -0.471
C 0.86 0.26 -3.12  -0.238
N 0.68 1.04 -2.09  1.151
C 0.93 2.37 -2.40  -0.596
C 1.32 2.58 -3.68  -0.377
S 1.37 1.10 -4.52  -0.196
C 0.63 3.35 -1.37  -0.470
C 0.79 4.69 -1.41  -0.358
S 0.19 5.39 0.02  -0.228
C -0.25 3.85 0.62  0.233
N 0.05 2.88 -0.20  1.299
C -0.95 3.75 1.93  -1.527
H -0.11 -1.41 -2.34  -0.553
H 1.55 -1.74 -2.83  0.335
H 0.30 -1.58 -4.06  0.584
H 1.55 3.51 -4.16  0.488
H 1.23 5.28 -2.20  0.506
H -1.69 4.55 2.01  0.514
H -0.25 3.86 2.76  0.390
H -1.44 2.79 2.03  0.176
F -3.60 -4.16 4.43  -0.328
C -2.65 -3.62 3.65  0.183
C -1.33 -3.77 4.02  -0.770
C -0.35 -3.22 3.20  -0.546
C -0.69 -2.51 2.06  0.611
C -2.03 -2.40 1.70  -0.403
C -3.02 -2.96 2.50  -0.897
Sb 0.78 -1.78 0.72  2.151
C 2.63 -1.89 1.73  0.690
C 3.77 -2.15 0.97  -0.718
C 5.02 -2.14 1.55  -0.708
C 5.12 -1.85 2.90  0.310
F 6.33 -1.84 3.47  -0.343
C 4.01 -1.57 3.68  -0.897
C 2.76 -1.58 3.08  -0.678
C 0.81 -3.54 -0.47  0.385
C -0.25 -3.81 -1.34  -0.226
C -0.36 -5.03 -1.99  -0.737
C 0.62 -5.99 -1.75  0.226
F 0.53 -7.16 -2.38  -0.329
C 1.66 -5.77 -0.88  -0.716
C 1.74 -4.54 -0.23  -0.604
H -1.07 -4.32 4.91  0.491
H 0.69 -3.37 3.48  0.446
H -2.31 -1.89 0.79  0.347
H -4.07 -2.89 2.24  0.507
H 3.69 -2.36 -0.09  0.556
H 5.92 -2.33 0.98  0.479
H 4.14 -1.32 4.73  0.475
H 1.90 -1.30 3.68  0.742
H -1.05 -3.09 -1.49  0.257
H -1.18 -5.26 -2.65  0.470
H 2.39 -6.55 -0.70  0.479
H 2.55 -4.38 0.47  0.413
C -2.76 5.00 -4.54  -1.550
C -2.80 4.00 -3.42  0.913
C -2.52 2.66 -3.64  -0.815
C -2.55 1.74 -2.60  -0.524
C -2.85 2.18 -1.32  0.431
C -3.13 3.52 -1.07  -0.601
C -3.11 4.42 -2.12  -0.811
S -2.76 1.05 0.05  0.678
C -4.34 0.25 -0.09  -1.138
O -1.74 -0.01 -0.39  -0.393
H -2.60 4.51 -5.50  0.368
H -1.95 5.72 -4.39  0.322
H -3.68 5.57 -4.60  0.395
H -2.29 2.32 -4.64  0.380
H -2.31 0.70 -2.77  0.445
H -3.36 3.85 -0.07  0.542
H -3.34 5.46 -1.94  0.456
H -4.45 -0.19 -1.08  0.374
H -5.11 1.01 0.08  0.451
H -4.39 -0.51 0.68  0.348


Molecular formula: C7H2O5
Method: DFT, the ωB97M-V functional and the def2-TZVPD basis

Output
* Kohn-Sham gap (alpha / beta): 7.0300 / 7.4591 eV
* net charge: -2
* 2S+1: 1
* HOMO level (alpha / beta): -0.7 / -1.1 eV

Each line ends with the natural charge from an NBO analysis.
Element x y z (Å)
C -0.42 0.49 -1.15  0.568
C -2.10 1.98 0.15  0.833
C 1.87 -1.90 0.76  0.690
C -0.32 0.40 1.27  -0.045
C 0.56 -0.81 -1.36  -0.512
C -0.80 0.91 0.19  -0.385
C 1.38 -1.52 -0.65  0.067
O -3.17 1.43 0.16  -0.722
O 2.89 -1.37 1.16  -0.746
O -0.85 1.06 -2.15  -0.601
O -1.66 3.11 0.25  -0.741
O 1.20 -2.81 1.23  -0.748
H -0.46 0.67 2.23  0.142
H 0.24 -0.91 -2.48  0.200